A gas-phase ion, C5H9O (charge +1) at a distorted geometry, computed with ωB97M-V/def2-TZVPD.

Structure (XYZ):
```
15
Properties=species:S:1:pos:R:3:mulliken_charge:R:1
C -1.11 -0.77 0.45 -0.59
C 0.25 -1.02 0.33 0.35
C -1.86 0.36 0.17 0.15
C -1.45 1.40 -0.60 -0.99
C 2.43 -0.37 -0.05 -0.65
O 1.04 -0.09 -0.06 -0.25
H -1.71 -1.46 1.04 0.32
H 0.63 -1.93 0.85 0.34
H -2.78 0.41 0.66 0.42
H -2.20 2.15 -0.51 0.34
H -1.25 1.24 -1.69 0.36
H -0.30 1.59 -0.45 0.31
H 2.57 -0.88 0.97 0.29
H 2.73 -1.10 -0.78 0.34
H 3.02 0.48 -0.33 0.28
```

Results
E: -270.793253 a.u.
Gap between HOMO and LUMO: 8.8 eV
HOMO level: -0.545 Ha
Charge: +1
2S+1: 1
Maximum force: 5.21 eV/A

***

A gas-phase ion, C5H9O (charge +1) at a distorted geometry, computed with ωB97M-V/def2-TZVPD.

Structure (XYZ):
```
15
Properties=species:S:1:pos:R:3:mulliken_charge:R:1
C -1.66 0.61 -0.40 0.05
C -0.25 0.85 -0.55 -0.07
C -2.21 -0.31 0.36 -0.95
C 0.46 -1.49 -0.14 -0.42
C 2.01 0.46 0.31 -0.61
O 0.65 -0.11 -0.08 -0.01
H -2.22 1.36 -0.93 0.37
H 0.10 1.83 -0.50 0.31
H -3.27 -0.53 0.49 0.28
H -1.53 -0.85 1.04 0.38
H 1.43 -2.00 -0.19 0.29
H -0.53 -1.83 -0.48 0.44
H 1.97 1.53 -0.14 0.26
H 2.10 0.49 1.37 0.34
H 2.95 0.00 -0.16 0.35
```

Results
E: -270.653358 a.u.
Gap between HOMO and LUMO (spin up / spin down): 8.1 / 8.7 eV
HOMO level (spin up / spin down): -0.480 / -0.512 Ha
Charge: +1
2S+1: 1
Maximum force: 3.26 eV/A

***

2 unconnected molecules or ions with the total composition C5H9O2Se at a distorted geometry, computed with ωB97M-V/def2-TZVPD.

Structure (XYZ):
```
17
Properties=species:S:1:pos:R:3:mulliken_charge:R:1
C -1.33 -2.83 -0.11 0.48
C -0.42 0.39 -1.67 -1.20
C 3.54 -0.21 -0.71 -0.82
C -0.76 -0.30 -0.39 -0.13
C -0.46 -1.77 -0.65 -0.08
O -1.50 -2.64 -1.38 -0.42
O -1.80 -3.48 0.71 -0.50
Se 2.22 0.93 0.20 -0.68
H -1.32 0.45 -2.30 0.39
H 0.37 -0.14 -2.12 0.28
H -0.07 1.37 -1.45 0.29
H 2.96 -0.85 -1.30 0.22
H 4.02 0.44 -1.42 0.22
H 4.11 -0.52 0.08 0.21
H -1.84 -0.09 -0.13 0.28
H -0.14 0.05 0.47 0.14
H 0.47 -1.86 -1.07 0.32
```

Results
E: -2747.784000 a.u.
Gap between HOMO and LUMO: 6.0 eV
HOMO level: -0.091 Ha
Charge: -1
2S+1: 1
Maximum force: 5.29 eV/A

***

A molecular structure, C5H9O3Ru at a distorted geometry, computed with ωB97M-V/def2-TZVPD.

Structure (XYZ):
```
18
Properties=species:S:1:pos:R:3:lowdin_spin:R:1
O -0.95 -0.43 0.83 0.24
C -0.13 0.31 1.69 0.59
O -1.00 0.91 2.39 0.28
Ru -2.10 1.22 0.75 3.66
O 0.17 1.79 0.36 0.17
C 1.17 2.49 -0.20 0.01
C -0.46 -1.63 0.20 0.03
H 0.26 -1.35 -0.58 0.00
H 0.05 -2.19 0.99 0.01
C -1.63 -2.37 -0.40 0.00
H -2.40 -2.58 0.36 0.00
H -2.09 -1.78 -1.21 0.00
H -1.28 -3.32 -0.81 0.00
C 2.19 1.57 -0.78 0.01
H 0.90 3.32 -0.88 0.00
H 2.90 1.29 0.01 0.00
H 2.69 2.12 -1.59 0.00
H 1.71 0.64 -1.14 0.00
```

Results
E: -515.522302 a.u.
Gap between HOMO and LUMO (spin up / spin down): 9.4 / 7.9 eV
HOMO level (spin up / spin down): -0.713 / -0.722 Ha
Charge: +2
2S+1: 6
Maximum force: 7.53 eV/A

***

A single C5H9O5P molecule at a distorted geometry, computed with ωB97M-V/def2-TZVPD.

Structure (XYZ):
```
20
Properties=species:S:1:pos:R:3:mulliken_charge:R:1
C -1.97 -1.56 -0.57 -0.59
O -0.64 -1.49 -1.01 -0.32
P 0.22 -0.20 -0.78 1.09
O 1.42 -0.13 -1.58 -0.76
O -0.79 1.03 -1.18 -0.35
C -0.27 2.23 -1.55 -0.80
C 0.50 0.06 1.11 0.15
C 1.98 0.14 1.57 -0.48
O 1.76 -1.17 2.13 -0.36
C 0.48 -1.26 1.82 0.43
O -0.27 -2.15 2.07 -0.57
H -2.28 -2.36 -1.22 0.23
H -2.52 -0.48 -0.68 0.25
H -2.06 -1.98 0.41 0.29
H -1.08 2.82 -2.01 0.23
H 0.48 1.94 -2.25 0.39
H 0.22 2.86 -0.85 0.30
H -0.27 0.82 1.58 0.34
H 2.63 -0.05 0.73 0.28
H 2.43 0.93 2.26 0.25
```

Results
E: -913.486775 a.u.
Gap between HOMO and LUMO: 11.3 eV
HOMO level: -0.392 Ha
2S+1: 1
Maximum force: 4.35 eV/A

***

2 unconnected molecules or ions with the total composition C5H9O6 at a distorted geometry, computed with ωB97M-V/def2-TZVPD.

Structure (XYZ):
```
20
Properties=species:S:1:pos:R:3:lowdin_spin:R:1
H 0.77 -2.54 -1.47 0.00
C 1.18 -2.07 -0.50 0.05
O 1.66 -2.67 0.42 0.09
C 1.03 -0.51 -0.54 0.07
C -0.29 -0.52 0.06 0.40
C -0.44 -0.34 1.49 0.07
C -0.80 2.30 -0.56 0.00
O 0.10 2.90 0.07 0.02
O -1.32 -0.76 -0.73 0.18
O -2.58 -0.54 0.05 0.04
O 2.07 0.00 0.31 0.01
O 2.60 1.21 -0.37 0.00
H 1.06 -0.18 -1.59 0.01
H 0.32 0.35 1.87 0.01
H -1.41 0.05 1.77 0.00
H -0.24 -1.29 2.02 0.03
H -0.70 1.77 -1.54 0.00
H -1.67 1.81 0.00 0.00
H -3.26 -0.86 -0.61 0.00
H 1.92 1.89 -0.14 0.00
```

Results
E: -647.015408 a.u.
Gap between HOMO and LUMO (spin up / spin down): 6.8 / 9.4 eV
HOMO level (spin up / spin down): -0.257 / -0.358 Ha
2S+1: 2
Maximum force: 3.62 eV/A